72
Properties=species:S:1:pos:R:3:forces:R:3 method="wB97M-V/def2-TZVPD" e_lumo_ev="-6.69 / -8.49" orbital_gap_ha="0.24639 / 0.18037" charge=+2 s2=6.0544 homo_energy_ev="-13.40 / -13.39" multiplicity=5
Pd 0.494 0.401 0.317 -0.1 -0.5 -1.0
Br 2.042 2.628 -6.738 -0.1 0.0 -0.3
S 0.045 2.941 0.265 0.0 -0.2 0.1
O 2.344 1.383 -0.434 -0.4 -0.1 -0.4
O 1.238 -5.224 -0.500 0.1 -0.1 -0.1
O 0.789 0.714 -1.832 0.1 0.2 0.5
O -0.185 2.476 5.098 0.0 0.1 0.1
O 2.054 -1.226 -0.131 -0.1 0.4 0.3
N 0.312 -2.750 -0.213 0.7 0.6 0.2
N -0.344 -1.715 0.240 -0.4 -0.2 0.2
N 2.119 3.598 1.724 0.3 -0.1 -0.1
N -1.848 0.337 1.020 0.1 0.2 0.0
N 0.205 2.994 2.942 0.2 0.0 -0.2
C 3.673 -2.780 -1.730 -0.2 0.0 0.2
C 4.277 -4.957 -2.479 0.0 0.0 0.0
C 0.892 3.178 1.766 -0.3 0.0 0.2
C -3.646 -1.162 1.603 -0.2 0.1 0.1
C 1.662 -2.357 -0.454 -0.5 -0.3 -0.1
C 3.173 -5.503 -1.860 0.1 -0.1 -0.1
C 2.104 1.906 -4.018 -0.1 -0.2 0.5
C 1.927 1.257 -1.645 -0.1 -0.1 0.1
C 4.797 2.488 -3.660 0.2 0.2 -0.5
C 3.579 -0.675 4.210 0.0 0.0 0.0
C 3.405 0.189 5.284 0.0 0.0 0.0
C 4.539 -3.580 -2.415 0.0 -0.2 -0.1
C 4.067 2.018 -2.592 0.1 0.0 0.2
C 1.768 0.383 3.067 0.0 -0.1 0.0
C 1.604 1.274 4.119 0.0 0.2 -0.1
C -1.551 -1.992 0.687 0.2 0.3 -0.1
C 5.016 2.822 2.185 -0.1 -0.1 0.0
C -3.935 1.181 1.829 0.0 0.1 0.0
C 2.848 2.382 -5.069 0.1 0.0 -0.1
C 0.517 2.291 4.148 0.0 -0.1 -0.1
C -4.450 -0.086 1.973 0.0 -0.1 0.0
C -2.629 1.348 1.349 -0.1 0.1 0.1
C 2.960 4.196 2.788 -0.1 0.0 -0.2
C 4.407 4.211 2.331 0.0 0.0 0.0
C 2.725 1.731 -2.774 -0.5 0.0 -0.2
C -2.371 -0.908 1.130 0.1 -0.2 0.0
C 2.414 1.158 5.242 0.1 0.1 0.1
C 2.750 -0.590 3.097 0.0 0.0 0.1
C 2.282 -4.696 -1.162 -0.2 -0.1 0.1
C 4.188 2.677 -4.901 0.5 0.0 0.3
C 2.513 -3.308 -1.104 0.4 0.1 -0.2
H 2.251 1.826 6.080 0.0 0.0 0.0
H -1.902 -3.017 0.708 0.0 -0.1 -0.1
H -4.520 2.057 2.077 0.0 0.0 0.0
H 4.440 2.188 1.502 0.0 0.0 0.0
H 4.965 4.796 3.064 0.0 0.0 0.0
H 1.040 0.386 2.246 0.1 0.1 0.3
H 4.528 1.861 -1.626 0.0 0.0 0.0
H 1.226 -6.183 -0.631 0.0 0.1 0.0
H 4.954 -5.609 -3.017 0.0 0.0 0.0
H 4.033 0.101 6.160 0.0 0.0 0.0
H 4.355 -1.429 4.241 0.0 0.0 0.0
H 4.474 4.765 1.389 0.0 0.0 0.0
H 2.849 3.637 3.707 -0.1 -0.2 0.2
H -4.000 -2.182 1.669 0.0 0.0 0.0
H 2.524 3.575 0.788 0.0 0.0 0.2
H 5.058 2.315 3.149 0.0 0.0 0.0
H -2.211 2.338 1.221 0.0 0.0 0.0
H 4.752 3.054 -5.743 0.1 0.0 0.0
H -5.450 -0.246 2.353 0.0 0.0 0.0
H 1.058 1.670 -4.152 0.0 0.0 0.1
H 5.406 -3.162 -2.905 0.0 0.0 0.0
H -0.758 3.305 2.924 0.0 -0.1 0.0
H 5.849 2.708 -3.536 0.0 0.0 -0.1
H 3.843 -1.715 -1.669 0.0 0.0 0.0
H 2.995 -6.572 -1.901 0.0 0.0 0.0
H 2.592 5.209 2.956 -0.1 0.0 0.0
H 2.865 -1.278 2.271 0.0 0.0 0.0
H 6.033 2.887 1.802 0.0 0.0 0.0



90
Properties=species:S:1:pos:R:3:forces:R:3 method="wB97M-V/def2-TZVPD" e_lumo_ev="2.18 / 0.80" orbital_gap_ha="0.29694 / 0.25313" charge=-1 s2=8.7583 homo_energy_ev="-5.90 / -6.09" multiplicity=6
Ru 0.031 0.043 0.234 -0.3 -0.2 -1.4
S -2.111 -2.258 0.557 -0.7 1.0 0.4
S 2.418 -2.688 -0.509 -0.6 0.2 0.0
S 1.075 -2.852 1.923 0.0 0.1 -0.8
F 1.527 -2.425 4.422 0.0 -0.1 0.3
F 2.671 3.231 0.322 0.1 0.2 0.1
F 4.393 -1.574 0.860 0.1 0.1 -0.1
F 5.013 -2.944 -0.689 0.1 0.0 0.0
F 2.701 0.534 1.038 0.2 -0.1 0.0
F 4.272 -0.977 -1.221 0.1 0.0 0.0
F 2.268 -4.333 3.680 0.1 0.0 0.2
F 1.429 1.091 2.774 0.1 -0.1 0.2
F 3.556 2.594 2.182 0.3 0.2 0.2
F 3.348 -2.500 3.270 0.4 0.1 0.1
F 1.654 3.624 2.199 0.3 0.2 -0.1
O -1.559 -4.125 0.879 0.6 0.0 -0.3
O -6.917 0.761 3.946 0.0 -0.1 0.0
O 2.528 -3.614 -1.588 0.1 0.0 -0.1
O -1.007 -3.090 -0.118 -0.7 -0.7 0.4
O -1.345 -1.202 -3.809 0.2 0.2 0.4
O -0.298 -0.316 -2.018 -0.2 -0.4 0.0
O -1.893 -1.759 1.904 0.0 -0.5 -0.3
O 1.577 -1.510 -0.751 0.5 -0.3 0.3
O 0.938 -1.357 1.837 -0.3 0.2 0.2
N 0.274 1.916 -1.262 0.0 0.3 0.0
N -1.625 1.484 1.505 0.1 -0.1 0.2
N -2.028 2.268 -1.480 0.2 0.1 0.1
N 2.200 -3.380 0.865 -0.4 0.1 0.1
N -5.165 0.695 5.373 0.3 0.0 -0.1
N -4.860 0.812 3.020 0.2 -0.1 0.1
N -2.226 -0.939 -0.323 0.6 -0.2 -0.2
C -3.730 -2.972 0.410 0.1 -0.1 0.0
C -3.057 2.369 3.715 -0.1 0.0 0.1
C -1.669 -1.024 7.039 0.0 -0.1 0.0
C 2.402 2.720 1.529 -0.5 -0.1 -0.2
C -0.746 2.472 -1.930 0.3 0.1 0.1
C -4.050 -3.972 -0.494 0.0 0.0 0.0
C -6.347 -3.908 0.274 -0.1 0.0 0.0
C -2.426 -0.069 7.713 0.0 0.0 0.0
C 2.153 -3.030 3.406 -0.2 0.1 -0.1
C -1.142 2.456 2.287 -0.1 -0.1 -0.2
C -0.442 -1.628 7.680 -0.1 0.2 -0.1
C -7.771 -4.397 0.193 0.0 0.1 0.0
C 0.769 3.447 -3.508 0.0 0.0 -0.1
C 1.513 2.040 -1.762 -0.2 -0.2 0.1
C -0.516 3.282 -3.049 -0.1 0.0 -0.1
C 1.816 2.794 -2.867 0.1 0.1 -0.1
C -1.825 2.912 3.397 0.0 0.1 0.1
C -2.832 0.994 1.788 0.2 -0.1 -0.2
C 1.679 1.371 1.447 -0.2 -0.6 0.0
C -2.091 -1.404 5.770 0.0 0.0 0.0
C -5.994 -2.922 1.191 0.0 0.0 0.0
C -3.967 0.103 5.868 -0.1 0.0 -0.2
C -3.554 0.491 7.139 0.1 0.1 0.1
C -5.707 0.750 4.106 0.0 0.1 0.1
C -3.581 1.396 2.877 -0.2 0.0 0.2
C -1.278 -0.911 -2.616 0.8 0.2 -0.4
C -3.232 -0.862 5.188 0.0 0.0 -0.1
C -4.693 -2.447 1.259 0.0 0.0 0.0
C -2.476 -1.170 -1.760 -0.2 0.1 0.7
C -5.360 -4.423 -0.560 0.0 0.0 -0.1
C 4.125 -2.000 -0.371 0.0 0.1 0.0
H -1.392 3.695 4.007 0.0 -0.1 0.0
H -0.196 2.881 2.002 -0.1 -0.1 0.1
H -3.601 2.707 4.588 0.0 0.0 0.0
H -3.225 -0.460 -2.123 -0.2 -0.1 0.2
H -1.527 -2.143 5.210 0.0 0.1 0.0
H -1.359 3.738 -3.555 0.0 0.0 0.0
H -2.125 0.244 8.709 0.0 0.0 0.0
H 0.377 -0.905 7.714 0.0 0.0 0.0
H -2.820 -2.171 -2.002 -0.2 -0.1 0.1
H -5.336 0.591 2.161 -0.1 0.1 -0.1
H 0.955 4.070 -4.374 0.0 0.0 0.0
H -5.868 0.867 6.070 -0.1 -0.1 0.0
H -4.412 -1.692 1.986 0.0 -0.1 -0.1
H -2.747 2.388 -2.171 0.0 0.0 -0.1
H -3.277 -4.407 -1.114 0.0 0.0 0.0
H -4.128 1.238 7.680 0.1 0.0 0.0
H -0.097 -2.494 7.122 0.0 0.0 0.0
H -8.115 -4.771 1.159 0.0 0.0 0.0
H 2.288 1.486 -1.250 0.0 0.0 0.0
H -5.615 -5.201 -1.272 0.0 0.0 0.0
H -7.874 -5.195 -0.542 0.0 0.0 0.0
H -3.206 0.240 1.106 0.1 0.0 0.0
H 2.835 2.861 -3.223 -0.1 0.0 0.0
H -3.537 -1.221 4.214 0.0 0.1 0.0
H -8.442 -3.583 -0.096 0.0 0.0 0.0
H -6.745 -2.520 1.865 0.0 0.0 0.0
H -2.161 1.470 -0.878 0.0 -0.1 0.1
H -0.652 -1.936 8.705 0.0 0.0 0.0



Calculated values (eV Å⁻¹) of strongest force on any atom for the records, taken in order: 1.15 1.42.
Calculated values (kcal/mol) of energy above the lowest of the compared OMol25 structures with the same formula, charge and spin for the records, taken in order: 0.0 144.4.